# 1
Computed, not measured: a 2-piece molecular cluster, C5H14 overall at a distorted geometry, with ωB97M-V/def2-TZVPD.

```
! RIJCOSX wB97M-V def2-TZVPD def2/J DEFGRID3
* xyz 0 1
C -1.67596 -0.04664 0.23321
C -1.08816 1.36108 -0.03489
C -0.75857 2.11562 1.24819
H -2.07586 -0.09285 1.23858
H -0.87583 -0.78783 0.15718
H -2.31435 -0.29433 -0.60846
H -0.29677 1.29387 -0.78053
H -1.94621 1.84547 -0.53008
H -1.62810 2.51979 1.73812
H -0.26530 1.37524 1.89231
H -0.06023 2.93562 1.14623
C 1.19536 -2.00227 -1.18383
C 2.03498 -1.13315 -0.25105
H 1.57584 -3.00839 -1.28497
H 0.16302 -1.98682 -0.84186
H 1.08272 -1.55477 -2.18441
H 2.25459 -1.53927 0.74081
H 1.66897 -0.11076 -0.02537
H 3.00986 -0.88961 -0.66920
*
```

Values from the calculation:
Relative energy (zero: lowest compared OMol25 entry of this formula, charge and spin) ... 11.5 kcal per mole
Lowest unoccupied orbital energy ... 1.1768 eV
F_max ... 1.9 eV/Å
Highest occupied orbital energy ... -11.04 eV
SMILES ... CCC.CC
HOMO-LUMO gap ... 0.449 Eh

# 2
Computed, not measured: a 2-piece molecular cluster, C5H14 overall at a distorted geometry, with ωB97M-V/def2-TZVPD.

```
! RIJCOSX wB97M-V def2-TZVPD def2/J DEFGRID3
* xyz 0 1
C -0.81224 -1.87068 1.29353
C 0.36703 -0.87832 1.20969
C -0.12748 0.42559 2.04982
H -1.75822 -1.35692 1.11672
H -0.83219 -2.70637 0.75362
H -0.98258 -2.14399 2.43614
H 0.49374 -0.67136 0.25018
H 1.43404 -1.02970 1.46736
H 0.57282 1.29164 2.11188
H -0.24909 0.02383 3.19096
H -1.01626 1.00356 1.79572
C 0.74986 0.37653 -2.31232
C -0.10894 1.65482 -2.07876
H 0.31314 -0.57184 -1.62899
H 0.88585 0.03079 -3.40565
H 1.65424 0.41605 -1.89674
H -0.40091 2.12879 -3.10842
H -0.88910 1.48439 -1.52295
H 0.70628 2.39319 -1.72178
*
```

Values from the calculation:
Relative energy (zero: lowest compared OMol25 entry of this formula, charge and spin) ... 65.2 kcal per mole
Lowest unoccupied orbital energy ... 1.0899 eV
F_max ... 8.8 eV/Å
Highest occupied orbital energy ... -11.04 eV
SMILES ... CCC.CC
HOMO-LUMO gap ... 0.446 Eh

# 3
Computed, not measured: a 2-piece molecular cluster, C5H14 overall at a distorted geometry, with ωB97M-V/def2-TZVPD.

```
! RIJCOSX wB97M-V def2-TZVPD def2/J DEFGRID3
* xyz 0 1
C -1.56208 -0.82490 0.36258
C -2.22031 -0.07085 1.50699
C -1.93937 1.42210 1.56657
H -0.77612 -0.16937 -0.01828
H -1.09312 -1.75559 0.64503
H -2.28558 -0.99504 -0.43493
H -1.95603 -0.49464 2.47878
H -3.28681 -0.25381 1.52294
H -2.06003 1.80804 2.57474
H -2.63269 2.05235 0.98459
H -0.93883 1.67904 1.21507
C 2.70869 -0.58332 -2.22954
C 2.52130 0.04156 -0.84159
H 3.21386 -1.54341 -2.19045
H 1.77450 -0.81111 -2.74887
H 3.31509 0.06435 -2.85838
H 2.06598 -0.68334 -0.17061
H 3.45964 0.37277 -0.41287
H 1.69191 0.74516 -0.95175
*
```

Values from the calculation:
Relative energy (zero: lowest compared OMol25 entry of this formula, charge and spin) ... 9.7 kcal per mole
Lowest unoccupied orbital energy ... 1.1236 eV
F_max ... 1.8 eV/Å
Highest occupied orbital energy ... -11.13 eV
SMILES ... CCC.CC
HOMO-LUMO gap ... 0.450 Eh

# 4
Computed, not measured: a 2-piece molecular cluster, C5H14 overall at a distorted geometry, with ωB97M-V/def2-TZVPD.

```
! RIJCOSX wB97M-V def2-TZVPD def2/J DEFGRID3
* xyz 0 1
C -2.09297 -1.45346 0.16117
C -0.62186 -1.90280 0.16250
C 0.04292 -1.82583 -1.19293
H -2.19707 -0.44252 0.57136
H -2.66380 -2.13133 0.80456
H -2.49141 -1.51331 -0.84922
H 0.00520 -1.31870 0.85288
H -0.59626 -2.90621 0.59164
H 0.37733 -0.79898 -1.40337
H 0.95501 -2.40400 -1.28936
H -0.57165 -2.04768 -2.07785
C 1.35913 2.23313 1.17294
C 1.27168 2.70909 -0.28010
H 2.37635 2.10238 1.54711
H 0.86157 2.92601 1.84192
H 0.91626 1.24205 1.34324
H 2.07066 3.43978 -0.43293
H 0.31625 3.20856 -0.42941
H 1.46371 1.92294 -1.00488
*
```

Values from the calculation:
Relative energy (zero: lowest compared OMol25 entry of this formula, charge and spin) ... 7.6 kcal per mole
Lowest unoccupied orbital energy ... 1.1174 eV
F_max ... 1.4 eV/Å
Highest occupied orbital energy ... -11.14 eV
SMILES ... CCC.CC
HOMO-LUMO gap ... 0.450 Eh

# 5
Computed, not measured: a 2-piece molecular cluster, C5H14 overall at a distorted geometry, with ωB97M-V/def2-TZVPD.

```
! RIJCOSX wB97M-V def2-TZVPD def2/J DEFGRID3
* xyz 0 1
C 1.58714 -0.44378 1.13636
C 1.32336 -0.60250 -0.33488
C 2.38690 0.17191 -1.23144
H 1.22144 -1.54380 1.65592
H 2.58738 -0.14791 1.20775
H 0.86981 0.33042 1.54516
H 1.70677 -1.62304 -0.61308
H 0.36356 -0.50892 -0.84580
H 2.82096 -0.62516 -1.73589
H 1.78082 0.66253 -2.08603
H 3.13543 0.78708 -0.66581
C -3.05680 0.94700 0.24941
C -1.99160 -0.07691 0.25787
H -2.96772 1.59744 1.11537
H -2.98296 1.61392 -0.65263
H -4.06206 0.48247 0.25259
H -0.97966 0.36348 -0.09119
H -1.64271 -0.49135 1.19743
H -2.10007 -0.89289 -0.36111
*
```

Values from the calculation:
Relative energy (zero: lowest compared OMol25 entry of this formula, charge and spin) ... 45.8 kcal per mole
Lowest unoccupied orbital energy ... 1.0822 eV
F_max ... 5.5 eV/Å
Highest occupied orbital energy ... -10.47 eV
SMILES ... CCC.CC
HOMO-LUMO gap ... 0.425 Eh

# 6
Computed, not measured: a 2-piece molecular cluster, C5H14 overall at a distorted geometry, with ωB97M-V/def2-TZVPD.

```
! RIJCOSX wB97M-V def2-TZVPD def2/J DEFGRID3
* xyz 0 1
C -1.92213 1.02524 0.36680
C -0.77653 1.79283 1.23100
C 0.69747 1.36790 1.18310
H -2.83789 0.98281 0.98823
H -1.57278 0.09263 0.02812
H -2.02323 1.76719 -0.48639
H -0.71358 2.85730 0.81902
H -1.28420 1.97860 2.27021
H 1.07675 1.50583 0.24588
H 1.13580 1.74595 2.14348
H 0.81833 0.32681 1.06150
C 1.46600 -2.02469 -0.72603
C 0.47407 -2.04877 -1.90130
H 2.30616 -2.62307 -0.82940
H 1.96759 -1.04672 -0.79617
H 0.89383 -2.05963 0.30131
H 0.75783 -2.80747 -2.57684
H 0.47624 -1.19163 -2.51086
H -0.63413 -2.20365 -1.57951
*
```

Values from the calculation:
Relative energy (zero: lowest compared OMol25 entry of this formula, charge and spin) ... 44.6 kcal per mole
Lowest unoccupied orbital energy ... 1.0905 eV
F_max ... 4.0 eV/Å
Highest occupied orbital energy ... -10.69 eV
SMILES ... CCC.CC
HOMO-LUMO gap ... 0.433 Eh

# 7
Computed, not measured: a 2-piece molecular cluster, C5H14 overall at a distorted geometry, with ωB97M-V/def2-TZVPD.

```
! RIJCOSX wB97M-V def2-TZVPD def2/J DEFGRID3
* xyz 0 1
C -0.39406 -0.81197 0.18307
C -1.86869 -0.41322 -0.13823
C -2.90796 -1.38811 0.48452
H 0.24900 -0.27821 -0.50524
H -0.21942 -0.30752 1.13518
H -0.38825 -1.88946 0.28241
H -2.02879 -0.28131 -1.19771
H -2.11155 0.53440 0.33667
H -3.30477 -0.89185 1.38224
H -2.54674 -2.32116 0.90794
H -3.75578 -1.51121 -0.18037
C 2.13820 1.60110 0.26290
C 2.62863 0.80541 -0.93419
H 2.92751 2.23196 0.68354
H 1.30086 2.24824 0.01910
H 1.90361 0.93088 1.09341
H 2.98871 1.48575 -1.71153
H 1.92301 0.12051 -1.39111
H 3.46650 0.13575 -0.71263
*
```

Values from the calculation:
Relative energy (zero: lowest compared OMol25 entry of this formula, charge and spin) ... 14.7 kcal per mole
Lowest unoccupied orbital energy ... 1.1718 eV
F_max ... 2.6 eV/Å
Highest occupied orbital energy ... -11.12 eV
SMILES ... CCC.CC
HOMO-LUMO gap ... 0.452 Eh

# 8
Computed, not measured: a 2-piece molecular cluster, C5H14 overall at a distorted geometry, with ωB97M-V/def2-TZVPD.

```
! RIJCOSX wB97M-V def2-TZVPD def2/J DEFGRID3
* xyz 0 1
C -1.81672 -0.65179 -0.57476
C -1.09928 -0.98171 -1.95894
C 0.43658 -1.02841 -1.84216
H -0.99687 -0.30493 0.05611
H -2.16634 -1.53723 -0.04678
H -2.59413 0.09190 -0.69563
H -1.58764 -1.91599 -2.21232
H -1.32182 -0.15372 -2.62435
H 0.74754 -2.00594 -2.20914
H 0.83131 -0.13161 -2.32151
H 0.89990 -0.90900 -0.85551
C 1.94848 1.31646 1.96230
C 0.40370 1.22377 2.19951
H 2.14962 2.34792 1.67291
H 2.41185 0.98111 2.87764
H 2.18304 0.85741 0.99797
H 0.16756 0.26327 2.65299
H -0.18829 1.20768 1.28771
H 0.08163 2.15929 2.65726
*
```

Values from the calculation:
Relative energy (zero: lowest compared OMol25 entry of this formula, charge and spin) ... 25.0 kcal per mole
Lowest unoccupied orbital energy ... 1.1090 eV
F_max ... 2.6 eV/Å
Highest occupied orbital energy ... -11.02 eV
SMILES ... CCC.CC
HOMO-LUMO gap ... 0.446 Eh

# 9
Computed, not measured: a 2-piece molecular cluster, C5H14 overall at a distorted geometry, with ωB97M-V/def2-TZVPD.

```
! RIJCOSX wB97M-V def2-TZVPD def2/J DEFGRID3
* xyz 1 2
C 0.88418 0.73625 1.84858
C 0.14061 0.91970 3.18115
H 0.14815 0.25722 1.14845
H 1.21561 1.63554 1.32593
H 1.77115 0.12570 1.98448
H 0.31363 0.01713 3.74927
H -0.92859 1.04566 3.02966
H 0.51429 1.79498 3.71284
C -0.75087 -0.65023 -2.21145
C -1.17107 -0.45143 -0.77236
C 0.75900 -0.74554 -2.62895
H -1.29894 -1.52796 -2.56540
H -1.10074 0.30389 -2.65373
H -0.55223 0.25887 -0.17345
H -1.10915 -1.45172 -0.32125
H 0.88062 -0.27967 -3.59488
H 1.31644 -0.22245 -1.84054
H -2.17740 -0.00657 -0.66435
H 1.14529 -1.75937 -2.55400
*
```

Values from the calculation:
Relative energy (zero: lowest compared OMol25 entry of this formula, charge and spin) ... 14.8 kcal per mole
Lowest unoccupied orbital energy (alpha / beta) ... -2.8421 / -10.7252 eV
F_max ... 1.7 eV/Å
Highest occupied orbital energy (alpha / beta) ... -16.18 / -15.50 eV
HOMO-LUMO gap (alpha / beta) ... 0.490 / 0.175 Eh

# 10
Computed, not measured: C5H14BBeCl10 as an isolated structure at a distorted geometry, with ωB97M-V/def2-TZVPD.

```
! RIJCOSX wB97M-V def2-TZVPD def2/J DEFGRID3
* xyz 0 2
Be -1.57808 -2.24343 -1.45632
B 0.17868 -0.54389 -0.75397
H 0.93444 0.21550 -0.62591
H 0.62747 -1.44281 -1.14738
H -0.21599 -0.82293 0.21071
H -0.58887 -0.10211 -1.37035
C -1.46113 0.96115 -4.32846
Cl -1.04547 -0.73111 -4.36077
Cl -2.45560 1.39164 -2.90788
H -0.55678 1.50007 -4.04595
H -1.87198 1.39245 -5.24130
C -0.96705 1.43498 2.05708
Cl -1.36056 0.42249 3.46168
Cl -1.05179 3.19634 2.39743
H 0.01810 1.15301 1.68549
H -1.69650 1.17788 1.28903
C 2.56436 -0.87181 1.94447
Cl 3.52803 -2.29582 2.27969
Cl 2.98246 0.54597 2.99350
H 2.71829 -0.55480 0.91301
H 1.49794 -1.07770 2.03645
C -1.59235 -3.25995 2.89093
Cl -3.18500 -2.85004 2.27013
Cl -0.41545 -3.19114 1.55035
H -1.36610 -2.55084 3.68721
H -1.59097 -4.27238 3.29475
C 1.62896 2.53261 -1.71727
Cl 2.64670 3.49326 -2.78537
Cl 0.30892 3.52284 -1.00407
H 1.19009 1.75688 -2.34476
H 2.17522 2.11371 -0.87215
*
```

Values from the calculation:
Lowest unoccupied orbital energy (alpha / beta) ... -0.8093 / -3.0516 eV
F_max ... 4.8 eV/Å
Highest occupied orbital energy (alpha / beta) ... -9.42 / -10.65 eV
HOMO-LUMO gap (alpha / beta) ... 0.316 / 0.279 Eh

# 11
Computed, not measured: one molecule with the formula C5H14BNO4S at a distorted geometry, with ωB97M-V/def2-TZVPD.

```
! RIJCOSX wB97M-V def2-TZVPD def2/J DEFGRID3
* xyz 0 1
C 1.80775 -1.60627 -1.00421
C 0.98657 -1.53121 0.29223
C -0.32382 -2.41245 0.14951
C 0.54514 -0.09376 0.69120
N -0.65496 0.32809 -0.43847
S -2.07034 0.69818 0.38075
C -2.56022 2.38465 -0.21558
O -3.06895 -0.19084 -0.09043
O -1.87722 0.70749 1.79146
B 1.58894 1.16319 0.45928
O 1.88317 2.01683 1.43450
O 1.96311 1.48469 -0.82630
H 1.94880 -2.70909 -1.27453
H 1.39474 -1.11307 -1.82425
H 2.69311 -1.07260 -0.84013
H 1.51321 -2.06487 1.22624
H 0.04643 -3.50028 0.05924
H -1.07063 -2.32428 0.94872
H -0.96327 -2.35092 -0.82309
H 0.03040 -0.02682 1.68420
H -0.71521 -0.29355 -1.17164
H -2.05388 2.37735 -1.19777
H -3.60936 2.18704 -0.50725
H -2.32715 2.96642 0.66551
H 2.19892 2.87135 1.20733
H 2.69472 2.10472 -0.77654
*
```

Values from the calculation:
Relative energy (zero: lowest compared OMol25 entry of this formula, charge and spin) ... 13.0 kcal per mole
Lowest unoccupied orbital energy ... 0.1100 eV
F_max ... 6.2 eV/Å
Highest occupied orbital energy ... -9.80 eV
SMILES ... CC(C)[C@H](NS(C)(=O)=O)B(O)O
HOMO-LUMO gap ... 0.364 Eh

What did the third record say?
Computed, not measured: a 2-piece molecular cluster, C5H14 overall at a distorted geometry, with ωB97M-V/def2-TZVPD.

```
! RIJCOSX wB97M-V def2-TZVPD def2/J DEFGRID3
* xyz 0 1
C -1.56208 -0.82490 0.36258
C -2.22031 -0.07085 1.50699
C -1.93937 1.42210 1.56657
H -0.77612 -0.16937 -0.01828
H -1.09312 -1.75559 0.64503
H -2.28558 -0.99504 -0.43493
H -1.95603 -0.49464 2.47878
H -3.28681 -0.25381 1.52294
H -2.06003 1.80804 2.57474
H -2.63269 2.05235 0.98459
H -0.93883 1.67904 1.21507
C 2.70869 -0.58332 -2.22954
C 2.52130 0.04156 -0.84159
H 3.21386 -1.54341 -2.19045
H 1.77450 -0.81111 -2.74887
H 3.31509 0.06435 -2.85838
H 2.06598 -0.68334 -0.17061
H 3.45964 0.37277 -0.41287
H 1.69191 0.74516 -0.95175
*
```

Values from the calculation:
Relative energy (zero: lowest compared OMol25 entry of this formula, charge and spin) ... 9.7 kcal per mole
Lowest unoccupied orbital energy ... 1.1236 eV
F_max ... 1.8 eV/Å
Highest occupied orbital energy ... -11.13 eV
SMILES ... CCC.CC
HOMO-LUMO gap ... 0.450 Eh

Among the records above, which one has the highest F_max?
number 2

Please write out number 6 again, unchanged.
Computed, not measured: a 2-piece molecular cluster, C5H14 overall at a distorted geometry, with ωB97M-V/def2-TZVPD.

```
! RIJCOSX wB97M-V def2-TZVPD def2/J DEFGRID3
* xyz 0 1
C -1.92213 1.02524 0.36680
C -0.77653 1.79283 1.23100
C 0.69747 1.36790 1.18310
H -2.83789 0.98281 0.98823
H -1.57278 0.09263 0.02812
H -2.02323 1.76719 -0.48639
H -0.71358 2.85730 0.81902
H -1.28420 1.97860 2.27021
H 1.07675 1.50583 0.24588
H 1.13580 1.74595 2.14348
H 0.81833 0.32681 1.06150
C 1.46600 -2.02469 -0.72603
C 0.47407 -2.04877 -1.90130
H 2.30616 -2.62307 -0.82940
H 1.96759 -1.04672 -0.79617
H 0.89383 -2.05963 0.30131
H 0.75783 -2.80747 -2.57684
H 0.47624 -1.19163 -2.51086
H -0.63413 -2.20365 -1.57951
*
```

Values from the calculation:
Relative energy (zero: lowest compared OMol25 entry of this formula, charge and spin) ... 44.6 kcal per mole
Lowest unoccupied orbital energy ... 1.0905 eV
F_max ... 4.0 eV/Å
Highest occupied orbital energy ... -10.69 eV
SMILES ... CCC.CC
HOMO-LUMO gap ... 0.433 Eh

Among the records above, which one has the highest F_max?
number 2